No. 1
ORCA calculation (ωB97M-V/def2-TZVPD) on 13 unconnected molecules or ions with the total composition H26O13 at a distorted geometry.

XYZ file:
```
39
Properties=species:S:1:pos:R:3:forces:R:3:mulliken_charge:R:1
O 4.085 1.427 2.753 -2.416 0.116 -2.434 -0.63
H 3.890 2.334 2.403 0.618 -0.839 0.775 0.32
H -0.913 -1.325 -4.038 0.505 -0.212 -3.787 0.27
O -0.116 4.905 0.284 0.090 -0.733 -3.015 -0.60
O 3.836 2.316 -1.400 2.448 0.542 2.268 -0.57
H -3.349 2.894 -1.914 -1.317 1.216 0.104 0.26
H 1.674 -1.872 1.774 -0.425 -0.408 -0.066 0.30
O -4.713 0.125 1.781 -4.814 -0.423 -0.180 -0.60
O 0.434 -3.801 0.426 0.153 -0.343 -1.801 -0.63
H 2.607 0.245 -0.280 -0.442 1.592 -0.596 0.17
H 0.102 -3.797 -0.524 0.516 0.083 2.104 0.30
O 2.781 -0.546 0.182 0.771 -2.342 -0.965 -0.47
H -1.143 -2.045 2.898 0.887 2.354 -1.575 0.30
O 0.255 2.488 -4.029 -1.281 -0.870 -3.204 -0.62
O 1.116 -2.065 2.549 1.416 1.713 0.335 -0.53
H -0.570 -3.471 3.003 0.146 0.732 0.073 0.29
H -5.070 0.364 0.910 -0.265 -0.154 0.505 0.31
O -1.238 -2.850 3.314 -1.407 -3.258 1.849 -0.60
H 3.426 0.924 2.146 1.830 0.643 1.637 0.30
H -1.529 -2.068 -2.895 -0.232 -0.368 0.129 0.28
H -0.060 -0.089 -1.325 -1.150 0.019 0.732 0.30
H 3.045 -1.122 -0.598 -0.321 0.607 1.669 0.30
H 3.257 2.155 -2.069 -2.284 -0.448 -3.818 0.32
H -0.343 -3.575 0.958 0.277 0.328 -0.498 0.37
H 3.268 2.114 -0.676 -0.207 0.077 1.484 0.26
H -0.318 5.052 1.158 -0.744 0.535 3.125 0.30
H -2.074 -4.463 0.602 0.313 1.818 -0.738 0.35
H -0.555 2.253 -3.573 -0.268 0.147 0.951 0.32
H 0.107 1.032 -0.439 1.620 2.604 0.973 0.23
O -1.034 -1.293 -3.145 -0.223 0.607 3.722 -0.55
H 0.810 5.084 0.192 0.683 0.197 -0.107 0.31
H -2.895 1.499 -2.134 0.413 0.085 0.159 0.31
H -3.844 0.244 1.638 5.121 0.570 -0.354 0.29
O -2.064 -3.488 0.326 -0.688 -2.562 0.397 -0.67
O -0.517 0.379 -0.580 -0.700 -2.667 -1.743 -0.57
H -2.916 -3.245 0.678 -0.548 0.719 0.233 0.28
H -0.105 2.289 -4.983 1.517 0.741 2.420 0.31
H 1.424 -1.336 3.148 -0.608 -1.093 -0.407 0.25
O -2.564 2.394 -1.969 1.018 -1.327 -0.354 -0.56
```
Positions in Å, forces in eV/Å.

Values from the calculation:
E_LUMO = -0.012 hartree
F_max = 5.17 eV Å⁻¹
HOMO-LUMO gap = 0.38055 Eh
Energy above the lowest of the compared OMol25 structures with the same formula, charge and spin = 435.7 kJ/mol

***

No. 2
ORCA calculation (ωB97M-V/def2-TZVPD) on a molecular structure, H26O13Xe.

XYZ file:
```
40
Properties=species:S:1:pos:R:3:forces:R:3:mulliken_charge:R:1
O 2.401 2.482 -1.729 0.484 -0.041 -0.052 -0.62
O -1.665 -1.428 3.664 -0.072 -0.449 0.074 -0.60
H -1.672 2.653 -1.845 -0.283 -0.347 -0.056 0.42
H 1.140 -3.341 -3.736 -0.124 -0.104 -0.166 0.30
H -1.543 -0.862 2.902 -0.120 0.401 -0.283 0.30
H 0.481 -2.925 1.360 -0.392 0.135 -0.248 0.33
H -0.008 3.026 1.087 -0.220 -0.239 0.376 0.27
H -2.338 1.774 2.234 -0.015 0.164 0.217 0.27
H 2.881 -0.031 1.639 -0.155 0.473 0.202 0.39
H 1.161 -3.779 2.408 0.086 -0.093 0.249 0.28
H -3.231 -1.331 -1.822 -0.118 0.107 0.013 0.27
H -2.236 -2.396 -1.410 0.366 -0.402 0.342 0.32
H 1.943 2.191 1.370 -0.126 0.098 -0.259 0.43
H 0.884 3.987 0.329 0.266 0.535 -0.058 0.30
O 0.760 3.056 0.517 -0.457 0.402 -0.455 -0.72
H -2.671 0.987 0.984 -0.039 0.072 -0.553 0.32
O -1.600 -3.264 0.218 0.170 0.266 0.045 -0.65
H 2.918 -0.365 -2.988 0.134 0.184 -0.169 0.30
O 1.335 -3.103 1.753 0.143 0.075 -0.083 -0.61
O 2.318 1.783 2.150 0.338 -0.403 0.736 -0.72
Xe -0.127 -0.013 -0.524 -0.084 -0.262 0.051 0.09
O 1.325 -3.263 -2.800 -0.342 -0.598 -0.066 -0.60
O -2.550 0.892 1.929 0.057 -0.202 0.348 -0.57
H -3.919 1.365 -1.201 -0.234 -0.214 -0.220 0.27
H 1.899 2.491 -2.544 -0.241 0.062 -0.239 0.37
H 1.751 -2.411 -2.710 0.380 0.569 0.343 0.39
H -1.230 -4.112 0.462 0.114 -0.373 -0.187 0.29
H -1.145 -1.017 4.354 0.149 0.031 0.167 0.30
O -2.672 -2.023 -2.176 -0.275 0.220 -0.477 -0.60
O 3.097 -0.775 1.078 0.291 -0.022 -0.461 -0.59
H -0.418 3.018 -1.079 0.151 -0.176 0.155 0.31
H 2.526 -0.271 -1.528 0.166 0.178 0.474 0.26
O -3.173 1.876 -0.888 0.176 -0.108 0.199 -0.64
H -2.248 -3.079 0.898 -0.250 0.090 0.319 0.32
O 2.730 -0.902 -2.219 0.028 -0.262 -0.356 -0.68
H 1.737 2.491 -1.039 -0.186 -0.182 0.080 0.25
H -3.554 2.709 -0.607 -0.206 0.355 0.092 0.33
H 3.167 2.212 2.260 0.297 0.035 0.138 0.32
H 2.367 -1.384 1.193 -0.070 -0.526 0.177 0.26
O -0.822 3.082 -1.945 0.211 0.550 -0.406 -0.63
```
Positions in Å, forces in eV/Å.

Values from the calculation:
E_LUMO = -0.025 hartree
F_max = 0.90 eV Å⁻¹
HOMO-LUMO gap = 0.34668 Eh
Energy above the lowest of the compared OMol25 structures with the same formula, charge and spin = 148.0 kJ/mol

***

No. 3
ORCA calculation (ωB97M-V/def2-TZVPD) on a molecular structure, H28K3O18P at a distorted geometry.

XYZ file:
```
50
Properties=species:S:1:pos:R:3:forces:R:3:mulliken_charge:R:1
H -0.949 1.381 2.392 0.121 0.168 -0.078 0.25
H -1.187 2.202 0.441 0.016 0.705 -0.137 0.13
H -4.134 0.193 1.452 -0.340 0.246 0.327 0.25
O 0.879 -2.916 3.192 -0.399 -0.110 -0.166 -0.65
O -0.963 -2.326 -3.417 -0.229 0.222 0.036 -0.59
H -1.324 2.532 3.344 0.162 0.061 0.112 0.29
H 2.882 0.616 -0.107 -0.064 0.183 -0.197 0.42
H 1.670 2.963 1.742 0.072 -0.071 0.036 0.38
H 0.362 -2.702 -1.016 -0.210 -0.363 -0.260 0.31
H 0.085 3.039 -0.986 0.666 0.170 -0.011 0.44
H -0.860 -3.041 1.087 -0.299 0.149 -0.360 0.39
H 0.665 -2.282 3.883 0.426 0.056 0.027 0.28
O 3.728 0.583 -0.593 -0.089 -0.206 0.468 -0.66
H -1.672 3.558 1.011 -0.010 0.203 -0.205 0.30
O -0.138 -1.731 1.101 -0.297 0.507 0.701 -0.75
O 2.346 3.646 1.795 -0.045 0.327 0.006 -0.63
H -2.239 -3.581 1.538 -0.324 -0.467 0.423 0.23
K 2.589 -2.089 0.735 0.053 0.174 -0.265 1.15
O -0.711 -0.832 -1.165 -0.198 -0.303 0.695 -0.61
H 1.277 0.542 -4.976 -0.054 -0.020 0.101 0.32
H -1.150 2.007 -2.335 0.091 -0.158 -0.226 0.41
H 1.478 0.592 1.700 0.362 0.373 0.609 0.12
O -1.484 -3.825 1.010 -0.432 -0.060 -0.075 -0.69
K -3.385 -1.745 -0.515 0.626 0.275 -0.819 1.13
O 0.443 -3.670 -1.038 0.709 0.174 0.001 -0.68
O -1.113 3.186 0.323 -0.298 -0.692 0.411 -0.70
H 0.997 -0.758 -2.031 0.070 0.104 -0.103 0.08
H 2.453 -0.284 -1.903 -0.006 0.099 -0.241 0.48
P -0.236 -0.433 0.244 -0.172 0.934 -1.511 -1.84
H -2.887 0.650 0.649 0.237 0.575 0.198 0.15
H 1.130 1.923 -1.119 -0.071 0.083 0.054 0.25
H -1.461 0.500 -2.354 0.120 0.404 0.024 0.34
H 3.119 3.238 1.401 0.005 -0.028 0.024 0.29
O -0.827 1.708 3.312 -0.472 -0.524 -0.039 -0.67
H 0.120 0.650 -3.989 -0.168 0.136 -0.019 0.37
O -1.311 0.539 0.838 -0.007 -1.160 0.833 0.24
H 0.450 -2.553 2.376 0.436 0.170 0.551 0.53
H -0.032 -3.982 -0.269 -0.178 -0.194 -0.059 0.40
H 1.132 1.022 3.166 0.142 0.235 0.013 0.38
K -2.102 -1.203 2.965 0.676 0.577 0.143 1.04
O 1.879 0.820 2.591 -0.150 -0.578 -0.062 -0.62
O 0.475 1.042 -4.792 0.246 -0.047 -0.274 -0.63
O 1.903 -0.971 -2.302 0.209 -0.290 0.147 -0.65
H 4.212 1.357 -0.290 0.053 -0.018 -0.171 0.32
O -3.855 0.839 0.799 -0.252 -0.730 -0.330 -0.62
O 1.115 0.276 0.223 -0.223 -0.534 -0.064 0.17
H -1.724 -2.892 -3.278 0.041 -0.261 -0.111 0.27
O -1.699 1.343 -2.779 -0.211 -0.308 0.251 -0.73
O 0.865 2.768 -1.506 -0.362 -0.115 -0.107 -0.68
H -0.812 -1.895 -2.555 0.022 -0.072 -0.299 0.33
```
Positions in Å, forces in eV/Å.

Values from the calculation:
E_LUMO = -0.088 hartree
F_max = 1.78 eV Å⁻¹
HOMO-LUMO gap = 0.25910 Eh
Energy above the lowest of the compared OMol25 structures with the same formula, charge and spin = 275.3 kJ/mol

***

No. 4
ORCA calculation (ωB97M-V/def2-TZVPD) on a molecular structure, H28KrO14.

XYZ file:
```
43
Properties=species:S:1:pos:R:3:forces:R:3:mulliken_charge:R:1
O -2.712 -3.156 0.223 -0.088 -0.536 0.357 -0.72
H 1.810 -2.884 1.349 0.281 0.664 0.047 0.39
O 2.152 3.751 -0.588 0.121 -0.216 -0.184 -0.61
O 1.983 1.223 -2.968 -0.374 -0.078 -0.580 -0.54
H -2.811 2.018 3.454 -0.116 -0.083 0.297 0.31
H -2.404 -2.630 -0.516 0.233 0.546 -0.384 0.45
O 2.581 -0.041 3.410 0.622 -0.070 0.113 -0.64
H 1.338 3.916 -0.114 -0.415 -0.055 0.072 0.30
O 0.064 1.124 3.799 0.494 -0.195 0.365 -0.69
O 1.378 -3.737 1.301 -0.229 -0.355 -0.201 -0.67
H 3.164 -0.830 0.266 -0.106 0.801 -0.066 0.30
O -1.139 0.390 -3.293 -0.183 -0.033 0.062 -0.61
O -1.478 3.157 -2.598 -0.096 0.514 0.254 -0.62
H -3.664 -3.164 0.131 -0.343 -0.263 -0.179 0.32
H 2.431 -0.917 3.052 0.161 -0.123 -0.226 0.28
H -0.640 1.233 3.160 -0.573 0.036 -0.372 0.39
O -3.123 -0.853 -1.633 -0.411 -0.318 0.459 -0.60
H 1.713 0.362 3.428 -0.636 0.202 0.115 0.41
H -1.481 3.611 -3.441 -0.006 0.177 -0.147 0.29
O -3.363 -0.975 1.799 -0.335 0.632 0.667 -0.62
H -2.335 -0.654 -2.138 0.660 0.352 -0.247 0.31
H 3.321 -2.335 0.304 0.236 -0.284 -0.240 0.32
H -0.223 0.317 -3.561 0.684 -0.123 0.142 0.27
H -3.670 -1.362 -2.232 -0.235 -0.068 -0.171 0.29
H 0.167 -3.306 -0.270 0.259 -0.192 0.617 0.36
H -1.030 2.329 -2.774 0.006 -0.552 0.001 0.34
H -3.520 -0.230 1.219 -0.035 0.011 -0.281 0.28
H -1.631 0.374 -4.114 -0.237 0.068 -0.268 0.28
H -0.863 -3.921 -1.193 -0.071 -0.266 0.081 0.27
O 3.349 1.158 -0.326 0.296 -0.695 -0.084 -0.56
O -0.148 -3.285 -1.173 -0.143 0.350 -0.724 -0.63
H -2.901 1.740 1.969 -0.037 -0.086 -0.211 0.27
O -2.286 2.003 2.654 0.114 0.294 -0.139 -0.65
H 2.879 1.989 -0.264 -0.355 0.518 0.183 0.32
Kr -0.181 0.274 -0.004 0.024 0.006 0.056 -0.01
H 2.206 1.993 -2.444 -0.099 0.252 0.270 0.27
H 2.784 0.701 -2.980 0.090 -0.206 0.090 0.27
H 0.301 2.017 4.050 0.066 0.220 0.108 0.30
O 3.217 -1.571 0.870 -0.114 -0.569 0.274 -0.63
H 2.709 4.501 -0.377 0.235 0.197 0.031 0.29
H 4.118 1.355 -0.860 0.310 0.031 0.030 0.26
H -3.255 -1.720 1.209 0.500 -0.370 -0.182 0.35
H 1.194 -3.966 2.212 -0.155 -0.133 0.194 0.32
```
Positions in Å, forces in eV/Å.

Values from the calculation:
E_LUMO = 0.001 hartree
F_max = 0.98 eV Å⁻¹
HOMO-LUMO gap = 0.36559 Eh
Energy above the lowest of the compared OMol25 structures with the same formula, charge and spin = 111.0 kJ/mol

***

No. 5
ORCA calculation (ωB97M-V/def2-TZVPD) on 13 unconnected molecules or ions with the total composition H28NO12 at a distorted geometry.

XYZ file:
```
41
Properties=species:S:1:pos:R:3:forces:R:3:mulliken_charge:R:1
H -2.539 -13.542 50.884 -1.334 2.596 1.912 0.30
H -4.217 -11.072 54.486 0.198 -0.134 2.748 0.27
H -4.762 -10.644 53.265 -4.160 3.448 -2.803 0.20
H -0.280 -15.056 48.145 -2.750 1.806 1.292 0.35
H 0.344 -12.114 54.368 -0.331 0.110 0.173 0.28
H -6.718 -12.801 51.534 -0.625 -0.080 1.141 0.41
H -4.698 -12.229 47.707 1.171 -0.071 1.027 0.29
H -7.801 -11.557 51.288 0.410 -0.407 0.668 0.34
O -3.816 -12.239 48.178 -1.257 0.113 -1.326 -0.52
H -0.147 -12.820 53.113 -0.710 0.540 1.087 0.24
O -4.677 -15.180 49.823 -3.207 0.676 1.977 -0.48
H -1.871 -14.937 48.482 0.317 -0.152 -0.217 0.30
H -5.266 -10.149 50.253 -0.208 2.226 -2.021 0.22
H -0.274 -14.253 50.299 -0.582 -0.397 -0.764 0.31
H -1.898 -15.277 53.475 -1.103 -0.513 -1.232 0.28
O 0.033 -14.198 51.202 -0.596 -0.291 0.724 -0.57
H -5.536 -15.074 49.350 0.152 0.050 1.295 0.31
O -6.082 -14.151 52.501 1.134 -0.439 0.783 -0.70
H -3.248 -11.931 47.456 0.155 -0.131 0.284 0.28
O -2.609 -15.204 52.783 0.433 1.058 0.903 -0.53
N -3.009 -12.704 51.499 7.905 -9.688 3.340 0.04
H -1.869 -12.526 54.905 -0.842 -0.997 1.984 0.35
H -5.842 -11.574 50.534 1.190 2.363 1.055 0.38
H -3.878 -12.975 51.630 -5.567 -1.605 1.425 0.02
H 0.684 -13.527 51.118 1.223 0.905 0.102 0.35
H -5.639 -14.975 52.269 -0.349 -0.351 -0.951 0.28
O -2.373 -13.001 55.657 1.442 3.192 2.389 -0.66
H -2.440 -9.545 49.781 3.214 -1.999 1.312 0.34
O -0.484 -12.325 53.913 1.324 -0.642 -1.827 -0.60
H -5.601 -14.055 53.338 -0.470 0.821 0.251 0.31
O -4.127 -11.165 53.576 4.037 -3.512 -0.028 -0.46
H -2.126 -12.429 56.571 -0.967 -2.365 -3.974 0.33
O -5.184 -10.815 50.872 -0.472 -3.806 0.989 -0.59
O -7.245 -12.260 50.938 -0.427 -0.315 -1.854 -0.72
O -1.570 -10.110 50.085 -2.892 0.206 -4.107 -0.69
H -2.752 -15.999 52.271 0.521 -0.530 0.328 0.28
H -4.210 -15.290 49.062 3.031 -0.672 -3.161 0.19
H -2.419 -12.703 52.403 -1.583 0.359 -1.706 0.17
H -1.395 -10.621 49.182 -0.376 1.605 2.850 0.32
O -1.039 -14.457 48.571 2.491 -1.634 -1.149 -0.70
H -2.985 -11.965 51.028 0.460 8.661 -4.918 0.50
```
Positions in Å, forces in eV/Å.

Values from the calculation:
E_LUMO = -0.110 hartree
Charge = +1
F_max = 12.94 eV Å⁻¹
HOMO-LUMO gap = 0.37215 Eh
Energy above the lowest of the compared OMol25 structures with the same formula, charge and spin = 287.6 kJ/mol

***

No. 6
ORCA calculation (ωB97M-V/def2-TZVPD) on 14 unconnected molecules or ions with the total composition H28O14.

XYZ file:
```
42
Properties=species:S:1:pos:R:3:forces:R:3:mulliken_charge:R:1
O 2.318 -0.920 -1.502 -0.036 0.286 -0.526 -0.69
O -0.513 0.672 -3.021 -0.163 0.298 0.393 -0.72
O 2.104 1.825 -1.223 0.021 0.474 -0.222 -0.58
H 0.859 -3.817 0.154 -0.085 -0.023 -0.193 0.28
O -2.139 -2.599 -0.431 0.320 0.227 0.161 -0.69
O 0.572 3.200 1.187 0.087 -0.053 -0.325 -0.62
H -0.725 1.081 -2.157 0.104 -0.148 -0.573 0.33
H -0.181 2.595 1.117 -0.058 0.153 0.274 0.31
O -1.890 2.101 2.248 -0.263 -0.198 -0.177 -0.60
O -2.707 -0.143 0.925 -0.280 -0.257 0.157 -0.68
H 1.881 -2.430 1.061 0.232 0.362 0.073 0.34
H -1.893 2.971 -0.791 0.105 -0.074 -0.010 0.27
H -1.162 -2.618 -0.384 -0.269 -0.198 -0.173 0.38
O -0.195 -2.024 -3.745 -0.117 0.156 0.220 -0.63
H -2.316 1.385 1.731 0.226 0.457 0.048 0.36
O 2.787 -2.113 1.173 -0.158 -0.038 0.124 -0.67
H 0.290 3.852 1.835 -0.021 -0.085 0.015 0.27
O -1.745 2.024 -0.899 -0.263 0.225 0.091 -0.58
H -2.631 1.637 -0.933 0.141 -0.038 0.071 0.25
O 2.693 0.720 1.773 -0.249 0.063 -0.027 -0.72
H -0.446 0.175 3.033 0.009 -0.105 0.077 0.26
H 1.984 1.007 1.180 0.113 0.049 -0.089 0.31
H -0.671 0.337 0.241 0.044 -0.207 0.068 -0.11
H 1.274 2.303 -1.108 0.044 -0.054 0.203 0.25
H 1.373 -3.133 -1.125 -0.255 0.309 -0.030 0.31
H -0.275 -1.121 -3.376 0.131 -0.329 -0.243 0.40
H 2.711 -1.145 1.194 0.223 -0.179 0.428 0.37
H 2.767 2.508 -1.376 -0.029 -0.128 0.085 0.26
H 0.007 -0.798 -0.532 0.205 0.125 -0.032 0.00
H -2.690 -0.491 1.831 0.122 -0.234 -0.274 0.29
H 0.128 -0.957 3.881 -0.026 -0.021 -0.109 0.30
O 0.684 -3.076 -0.441 -0.006 -0.507 0.050 -0.63
H -2.388 -3.508 -0.620 -0.076 0.071 -0.042 0.28
H -2.611 2.671 2.533 0.087 -0.056 0.064 0.28
H 2.017 -1.081 -0.605 0.320 0.068 0.000 0.15
H 2.822 1.461 2.372 0.037 -0.023 -0.026 0.28
O -0.690 -0.648 3.477 -0.055 0.153 -0.037 -0.62
O 0.186 -0.091 0.102 -0.353 0.242 0.122 0.73
H -1.091 -2.260 -4.006 0.043 0.042 0.009 0.30
H -2.696 -0.936 0.352 0.061 -0.011 0.207 0.27
H -0.015 1.338 -3.505 0.058 -0.143 0.018 0.31
H 2.213 0.047 -1.622 0.030 -0.651 0.153 0.41
```
Positions in Å, forces in eV/Å.

Values from the calculation:
E_LUMO = -0.006 hartree
F_max = 0.67 eV Å⁻¹
HOMO-LUMO gap = 0.35666 Eh
Energy above the lowest of the compared OMol25 structures with the same formula, charge and spin = 80.7 kJ/mol

***

Question: The lowest F_max belongs to which entry?
Answer: H28O14

***

Question: The highest energy above the lowest of the compared OMol25 structures with the same formula, charge and spin belongs to which entry?
Answer: H26O13